w.
{"formula": "C5H7N", "method": "ωB97M-V/def2-TZVPD", "species": ["N", "C", "C", "C", "C", "C", "H", "H", "H", "H", "H", "H", "H"], "coordinates": [[2.1166, 0.8401, 1.4013], [1.8633, -0.0983, 0.7708], [1.5635, -1.2603, -0.0219], [0.3279, -1.7480, -0.1214], [-1.7717, 1.0479, 0.2123], [-0.8599, 1.5804, -0.5943], [2.4035, -1.7133, -0.5400], [0.1234, -2.6205, -0.7335], [-0.5091, -1.2776, 0.3835], [-2.7155, 0.6591, -0.1643], [-1.6068, 0.9779, 1.2857], [0.0840, 1.9604, -0.2104], [-1.0192, 1.6521, -1.6679]], "homo_ev": -10.17, "e_lumo_ev": 0.451, "smiles": "C=CC#N.C=C", "orbital_gap_ev": 10.62}

=====

x.
{"formula": "C5H7N", "method": "ωB97M-V/def2-TZVPD", "species": ["C", "C", "C", "C", "C", "H", "H", "H", "H", "H", "H", "H", "N"], "coordinates": [[-1.7560, -0.8256, 0.0746], [-0.1531, -0.8168, -0.3244], [0.7369, 0.1071, -0.1813], [0.4821, 1.5789, 0.0491], [2.1524, -0.2724, 0.0626], [-2.5174, 0.4799, -0.2632], [-1.7335, -2.0400, -0.6527], [-1.9423, -1.2155, 1.5442], [0.3360, -1.9284, -0.1531], [0.1326, 1.9955, -0.8879], [-0.3128, 1.9669, 0.7731], [1.4461, 1.9611, -0.1042], [3.1289, -0.9907, 0.0632]], "homo_ev": -9.81, "e_lumo_ev": -0.157, "orbital_gap_ev": 9.65}

=====

y.
{"formula": "C5H7N", "method": "ωB97M-V/def2-TZVPD", "species": ["C", "C", "C", "C", "C", "N", "H", "H", "H", "H", "H", "H", "H"], "coordinates": [[-1.3980, 0.2188, 0.8270], [-0.4619, 0.0858, -0.3652], [0.8956, 0.7593, -0.2401], [0.2290, -1.2442, -0.5488], [1.5203, -0.8843, -0.2322], [2.6390, -0.5737, 0.1336], [-2.2665, -0.4360, 0.7005], [-1.7577, 1.2485, 0.9458], [-0.8845, -0.0831, 1.7462], [-0.9419, 0.4605, -1.2796], [1.1605, 1.2790, 0.6797], [1.2988, 1.2155, -1.1391], [-0.0327, -2.0462, -1.2276]], "homo_ev": [-7.69, -7.70], "e_lumo_ev": [-0.619, -0.613], "orbital_gap_ev": [7.07, 7.08]}

=====

w is preferred energetically. Next in line: 2.724 eV higher.